1.
12
Properties=species:S:1:pos:R:3:nbo_charge:R:1 method="wB97M-V/def2-TZVPD" orbital_gap_ev=8.6 charge=-1 max_force_ev_per_a=4.26 multiplicity=1
O 1.73391 -0.20075 -0.70967 -0.730
C 0.48940 -0.41032 -0.87198 0.502
N -0.54768 -0.09418 -0.10337 -0.746
C -2.32456 0.40986 -0.20837 0.220
O -3.17115 0.93975 0.61364 -0.749
H 0.28340 -1.00530 -1.76761 0.098
H -0.27445 0.19344 0.89170 0.374
H -2.55751 -0.65149 -0.49335 0.089
H -2.04191 1.02530 -1.06804 0.098
H 3.48411 0.35386 1.57458 0.432
H 2.22506 -0.25317 0.53407 0.495
O 2.70140 -0.30698 1.60840 -1.085

2.
8
Properties=species:S:1:pos:R:3:nbo_charge:R:1 method="wB97M-V/def2-TZVPD" orbital_gap_ev=8.9 max_force_ev_per_a=2.18 multiplicity=1 smiles="O=CNC=S"
C 0.85861 -0.86294 0.28888 -0.124
C -0.75945 0.88651 -0.51624 0.532
H 1.20503 -1.21054 1.24861 0.197
H -0.40734 0.24702 1.38815 0.406
H -0.34959 0.75314 -1.50405 0.148
N -0.18270 0.05063 0.43538 -0.624
O -1.73495 1.57650 -0.26220 -0.544
S 1.37040 -1.44032 -1.07855 0.008

3.
6
Properties=species:S:1:pos:R:3:nbo_charge:R:1 method="wB97M-V/def2-TZVPD" orbital_gap_ev=10.3 max_force_ev_per_a=1.76 multiplicity=1 smiles="O=C1CS1"
C -0.01355 1.82966 0.15124 0.432
C -0.15312 0.37853 0.13138 -0.566
O 0.13885 2.80831 -0.50551 -0.484
S -0.70375 1.29962 1.64399 0.117
H -0.95030 0.24647 -0.55062 0.237
H 0.61283 -0.38563 0.44472 0.264

4.
88
Properties=species:S:1:pos:R:3:lowdin_charge:R:1 method="wB97M-V/def2-TZVPD" orbital_gap_ev=9.6 max_force_ev_per_a=3.30 multiplicity=1 smiles=COC[C@H](C)N.COC[C@H](C)N.COC[C@H](C)N.COC[C@H](C)N.OCCO.OCCO
C -1.89497 1.71567 3.12904 -0.050
C -2.04415 1.89423 1.61967 -0.437
C -3.01835 2.99327 1.29235 -0.220
O -4.16219 3.07752 2.11602 -0.169
C -5.03812 2.00094 1.94088 -0.131
N -0.73042 2.17490 1.01750 0.049
H -1.24992 0.87407 3.40330 0.047
H -2.82501 1.49963 3.65170 0.072
H -1.37871 2.52236 3.65723 0.091
H -2.38336 0.93462 1.21001 0.122
H -3.28194 2.90612 0.22939 0.125
H -2.49577 3.94959 1.33494 0.127
H -4.79975 1.10610 2.54177 0.081
H -5.00298 1.53777 0.94379 0.089
H -6.04106 2.33117 2.20193 0.089
H -0.59238 1.72237 0.11818 0.048
H 0.02581 1.79477 1.57618 0.062
C 6.33203 5.22824 3.03135 -0.052
C 6.67795 4.07375 2.05464 -0.410
C 5.45870 3.58073 1.29360 -0.232
O 5.01810 4.58720 0.40933 -0.190
C 3.77678 4.29004 -0.20768 -0.081
N 7.73382 4.50355 1.11323 0.022
H 7.02143 6.06124 2.95000 0.067
H 6.40197 4.83942 4.05341 0.070
H 5.29950 5.56186 2.92334 0.071
H 7.11566 3.18557 2.51564 0.132
H 4.70829 3.37944 2.06767 0.123
H 5.71631 2.66113 0.76401 0.126
H 3.44700 5.24378 -0.60998 0.098
H 3.09094 3.98626 0.59177 0.091
H 3.86828 3.48043 -0.93515 0.069
H 7.46435 5.36405 0.65700 0.066
H 8.59363 4.62131 1.62902 0.064
C -1.23107 -3.39839 4.24685 -0.060
C 0.09508 -2.66695 4.04436 -0.413
C 0.11337 -1.74319 2.80920 -0.205
O -0.31176 -2.51922 1.70310 -0.166
C -0.34903 -1.69702 0.56613 -0.112
N 0.35592 -1.83350 5.22693 0.018
H -1.59276 -3.99026 3.40423 0.073
H -2.02794 -2.73628 4.58202 0.078
H -1.02730 -4.10672 5.05544 0.075
H 0.94604 -3.33096 3.90259 0.139
H 1.07280 -1.26438 2.59336 0.130
H -0.60420 -0.94283 3.02238 0.094
H -1.01989 -2.12034 -0.17684 0.061
H 0.62597 -1.43890 0.13204 0.082
H -0.73026 -0.68731 0.78046 0.070
H 0.54735 -2.49055 5.98493 0.069
H -0.40237 -1.31974 5.66458 0.068
C -3.51640 -3.33238 -0.35469 -0.098
C -3.93398 -3.06510 -1.79601 -0.376
C -3.01803 -2.00072 -2.43217 -0.170
O -3.52244 -1.98001 -3.79436 -0.231
C -3.29220 -0.77461 -4.47682 -0.112
N -3.59563 -4.34225 -2.54272 0.042
H -3.58242 -2.40510 0.22489 0.075
H -2.55475 -3.83011 -0.21717 0.070
H -4.15816 -4.08553 0.11448 0.075
H -5.00764 -2.88738 -1.75228 0.137
H -1.96441 -2.28863 -2.44727 0.101
H -3.10380 -1.02166 -1.95162 0.126
H -3.75353 0.11484 -4.03249 0.091
H -3.84985 -0.91800 -5.40668 0.094
H -2.22146 -0.63513 -4.64796 0.077
H -4.48607 -4.66137 -2.92916 0.070
H -3.15172 -4.05564 -3.40968 0.036
C 0.66132 -3.41030 -3.91169 -0.251
C -0.52061 -3.17547 -4.84308 -0.259
O -0.34190 -2.95105 -6.21411 -0.034
O 1.23954 -4.70172 -4.00417 -0.056
H 0.32155 -3.24396 -2.88519 0.103
H 1.42628 -2.68289 -4.19413 0.117
H -1.20402 -2.39955 -4.49431 0.079
H -1.09570 -4.10680 -4.67909 0.122
H -0.27047 -3.78370 -6.68669 0.091
H 0.61536 -5.33033 -3.62420 0.088
C 0.77075 -0.07784 -2.63409 -0.233
C 1.79589 0.61323 -1.68723 -0.233
O 2.00792 1.86477 -2.31936 -0.060
O -0.34255 0.78957 -2.61254 -0.073
H 0.44331 -1.07038 -2.32221 0.084
H 1.28161 -0.21036 -3.59607 0.122
H 2.66113 -0.06053 -1.63954 0.121
H 1.40173 0.75963 -0.67987 0.095
H 2.70377 2.34947 -1.86735 0.049
H -0.11381 1.60046 -3.08017 0.090

5.
24
Properties=species:S:1:pos:R:3:nbo_charge:R:1 method="wB97M-V/def2-TZVPD" orbital_gap_ev=8.4 charge=+1 max_force_ev_per_a=0.77 multiplicity=1
C 1.02812 1.17569 -2.16822 -0.624
C 0.43158 2.24749 -1.25666 -0.233
C -1.61129 1.84357 -0.01174 0.118
N -0.36507 1.67497 -0.16451 -0.405
H 1.74372 0.55672 -1.62891 0.224
H 0.25966 0.55331 -2.62645 0.228
H 1.52765 1.70511 -2.97768 0.254
H 1.22291 2.81897 -0.77038 0.241
H -0.22444 2.93049 -1.79577 0.222
H -2.10559 1.46655 0.87446 0.232
H -2.18746 2.33711 -0.78619 0.223
H 0.14564 1.07624 0.51423 0.452
C -1.06252 -2.73880 0.45439 -0.607
C -0.62492 -1.68892 1.47050 -0.411
C 0.81011 -1.28445 1.19180 -0.487
S 1.41872 0.13733 2.22979 -0.054
H -2.08373 -3.09417 0.58088 0.233
H -0.38060 -3.59211 0.48314 0.220
H -0.99446 -2.38732 -0.58443 0.199
H -1.26792 -0.81220 1.33701 0.169
H -0.70558 -2.10138 2.47668 0.233
H 0.91490 -0.96599 0.15286 0.189
H 1.48376 -2.12424 1.35025 0.239
H 2.62681 0.26607 1.65491 0.148

Summary of HOMO energy in eV
-4.4 -9.3 -9.8 -9.1 -13.1
(order as listed above)
Summary of energy in eV
-9803.0273 -16495.0191 -14987.5522 -43983.7379 -18799.8496
(order as listed above)
Summary of relative energy (zero: lowest compared OMol25 entry of this formula, charge and spin) in kcal/mol
73.2 4.1 3.7 153.4 18.7
(order as listed above)